Record 1
This record from the Open Molecules 2025 dataset describes a structure of composition C34H31CaO3P2SbSe4 in a non-equilibrium geometry. The level of theory is ωB97M-V/def2-TZVPD.

ORCA input file:
```
! wB97M-V def2-TZVPD RIJCOSX def2/J DEFGRID3
* xyz -2 1
C 0.0466 5.5562 -1.8298
O 0.1416 -0.7160 -2.0017
H 6.1243 0.1838 -2.5316
H -3.1433 -1.4996 -1.7377
Se 2.6155 -1.1767 2.5539
Se -0.6487 1.0390 3.2122
H -3.1742 -3.7128 -1.8380
H -4.4458 0.3255 -0.3414
Ca 0.6230 0.1160 -0.1575
C 0.3435 -5.2509 -1.5060
C 0.0372 -4.0810 -0.8306
Sb 1.8033 1.1552 2.7718
C 5.0531 0.0648 -2.6378
C -0.9713 3.4088 -1.4121
H 1.0240 5.7806 -3.7297
H -0.3737 -6.7721 -2.8468
H 4.8236 -1.0449 -0.7973
H -3.2634 1.5292 -1.9297
C 0.4536 5.1221 -3.0850
H -4.1938 -4.6171 3.2526
H -0.7908 1.9786 -3.0144
C -1.2261 -3.4975 -0.9417
Se 2.0625 2.2415 0.4067
H -1.8645 0.4679 -1.7896
H -3.9425 -2.0111 -0.2388
C -3.3124 -4.0054 3.0939
H -3.0855 0.2378 0.7593
H 2.4864 0.9067 -4.6866
C -1.9335 -2.6885 1.6199
H -4.7104 4.0342 3.2804
C -3.1258 3.2381 0.3901
H -2.6257 -5.7740 -3.0332
C -0.5609 2.9818 -2.6728
C -1.3039 -2.9855 3.9317
C -0.6100 -5.8625 -2.3081
C 3.0320 0.4867 -3.8519
C -1.8727 -5.2992 -2.4146
C -2.5988 1.0369 -1.2153
H -0.9402 5.0230 -0.0008
C -2.1789 -4.1268 -1.7372
C 0.8023 -0.3150 -3.0498
O 2.2987 -1.4672 -0.8402
C -3.3817 0.0863 -0.2870
H -2.6484 -4.1521 5.1303
H -3.7450 -3.6978 1.0243
C -5.0807 4.5839 -0.0399
H -0.1601 -1.8566 2.5278
H 0.7856 -3.6157 -0.1958
C -3.1494 -1.3858 -0.6512
C -0.6567 4.7042 -0.9967
H 1.3633 -1.4741 -1.1544
H -3.7550 3.8743 -1.5651
H 1.3328 -5.6815 -1.4098
C -1.0529 -2.4567 2.6728
P -1.5007 -1.9417 -0.0037
C 4.3477 -0.6254 -1.6741
P -1.6724 2.2610 -0.1761
H -0.6135 -2.7691 4.7366
H -6.2213 5.1708 1.6832
C 4.4008 0.6224 -3.7354
C -3.9725 3.8938 -0.5030
H 0.3026 6.5541 -1.4946
C -2.4378 -3.7522 4.1450
H -5.7342 5.0922 -0.7398
C -3.3982 3.2942 1.7533
H 0.4737 3.4918 -4.4784
C 2.2966 -0.1969 -2.8880
C 0.1484 3.8373 -3.5043
C -3.0626 -3.4772 1.8383
O 0.2774 -0.0258 -4.1184
C 2.9683 -0.7645 -1.7945
Se 3.0471 2.4154 4.4425
H 4.9611 1.1692 -4.4834
C -4.5098 3.9891 2.2166
H -2.7241 2.7977 2.4464
C -5.3534 4.6305 1.3232
*
```

The orbital gap comes out at 5.370 eV. The LUMO energy comes out at 4.042 eV. Its HOMO energy is -0.04878 Ha.



Record 2
This record from the Open Molecules 2025 dataset describes a structure of composition C36H33CdN4O5SSe in a non-equilibrium geometry. The level of theory is ωB97M-V/def2-TZVPD.

ORCA input file:
```
! wB97M-V def2-TZVPD RIJCOSX def2/J DEFGRID3
* xyz -1 1
C -1.8201 -2.9976 -4.1988
Cd 0.0120 0.0920 0.0560
H -1.7068 -0.6323 -5.5734
H -3.5491 0.3280 3.0653
H -5.1042 1.3790 -2.6303
C 2.0555 -3.5128 2.3711
H 1.7845 -2.3296 -0.6855
C -0.3515 -1.2755 -3.1234
H 1.7945 -5.6104 2.7462
H 4.3022 -1.5368 -2.0059
H -2.8489 -3.2551 -4.4703
H -6.4899 -1.5373 3.4324
C 2.4024 2.5006 0.3738
C -4.5083 -1.2485 2.7002
H -2.2058 0.4561 -4.2664
H -6.7046 -3.8262 2.5024
S -0.7795 2.9656 -1.7838
C 2.8319 -2.3649 2.5854
H -4.8120 -4.8378 1.2391
H 1.1531 -3.4282 1.7739
C -4.7308 -3.8345 1.6420
H 3.3614 4.3163 3.0393
H -1.9713 5.1164 -3.6914
C -5.6786 -1.9919 2.8751
C 3.7108 -0.6662 -1.7076
C -2.2920 3.2507 -2.6638
H -4.2702 5.1010 -4.6380
Se 2.3628 -0.6730 1.8525
H -0.8653 2.0871 3.4871
N -0.9321 0.7574 1.9222
C 3.9811 -2.4929 3.3744
H 4.1556 3.6678 0.7595
H -1.1980 -3.0670 -5.0980
H -2.7425 -3.4944 0.8927
C -2.6595 4.3075 -3.4733
O -3.0769 0.1477 -1.1806
C -3.9486 4.2930 -3.9924
H -0.5056 -2.6656 -1.4935
C -2.2722 -0.5716 -4.6365
C -2.5012 1.1601 -1.5329
C 3.2047 3.3232 1.1425
O 0.3566 2.9427 -2.6700
C 3.5594 -4.8520 3.7072
C 0.1360 -1.9583 -2.0064
C 2.2847 -0.8292 -2.1557
C 1.4251 -1.7447 -1.5211
C 1.5385 3.2049 2.8472
C 2.4159 -4.7385 2.9243
C 0.4869 -0.3481 -3.7214
C -0.4385 1.7357 2.5531
C -1.7541 -1.5790 -3.6160
C 1.7772 -0.1247 -3.2397
N -2.0426 0.1002 2.3336
H -3.3202 -0.7796 -4.8639
H 2.3958 0.6266 -3.7225
H 4.1649 0.2199 -2.1611
H -1.4618 -3.7418 -3.4836
H 4.5935 -1.6136 3.5476
H 3.7649 -0.5822 -0.6170
C 0.8088 2.3544 2.0354
C -4.4416 2.2019 -2.8759
O -4.4650 -0.0255 3.2499
H 0.1373 0.2472 -4.5581
C -4.8321 3.2541 -3.6954
H 2.6842 2.2305 -0.6401
C -2.1844 -1.0697 1.6662
C -5.7870 -3.2672 2.3542
O -0.7480 3.9099 -0.6972
C -3.4435 -1.8043 1.9658
H 5.2327 -3.7904 4.5378
O -1.3615 -1.5847 0.8567
H -5.8307 3.2681 -4.1148
H 3.8386 -5.8060 4.1421
C -3.5781 -3.0935 1.4542
N 1.2322 2.0288 0.7991
H 1.1613 3.4542 3.8317
C 4.3379 -3.7186 3.9281
H -2.4113 -1.5404 -2.7435
C 2.7556 3.6851 2.4001
C -3.1575 2.2198 -2.3687
N -1.1710 1.4512 -1.3064
*
```

The orbital gap comes out at 6.366 eV. The LUMO energy comes out at 2.300 eV. Its energy above the lowest of the compared OMol25 structures with the same formula, charge and spin is 9.6 kcal/mol. Its HOMO energy is -0.14944 Ha.



Record 3
This record from the Open Molecules 2025 dataset describes a structure of composition C27H32B2Br3CaClF7MgN3NaO16S in a non-equilibrium geometry. The level of theory is ωB97M-V/def2-TZVPD.

ORCA input file:
```
! wB97M-V def2-TZVPD RIJCOSX def2/J DEFGRID3
* xyz -1 1
O -6.2401 7.6087 -1.0393
F -0.0575 -6.2411 1.7329
H 0.7530 -0.0040 -10.3575
C 3.9894 0.7476 3.3943
C 0.3148 -3.7388 3.4955
N 5.8003 -5.5657 -1.2177
N 2.5162 1.2527 -2.8894
F -5.3585 4.4211 5.9203
H -1.5033 -0.6534 -9.0036
Br -7.3703 2.8129 2.5226
C 0.6208 -0.2111 -9.2925
H 5.1189 -0.6531 1.9939
Br -9.6345 0.5207 2.5884
F -2.0895 -5.0531 1.2311
B -4.9675 4.7705 4.5635
F -5.1356 6.1989 4.3461
H 5.8359 -3.4836 0.7652
O 5.1105 1.1881 4.0129
H 6.8190 -1.9627 1.5464
N -0.0940 0.8803 -2.4082
H -0.5769 -0.6783 -6.7706
O -6.3093 8.8612 1.2645
H 0.0134 -0.3631 3.3837
O 6.8168 -6.2595 -1.3380
C 2.3621 0.7266 -1.4796
H -1.0963 -2.3997 2.1274
Cl -1.3443 2.2178 0.1399
H -1.9289 0.3187 -0.5575
H -1.1006 1.0618 -9.2097
C 1.3097 -0.4479 1.3815
H -2.2539 -0.4974 2.5089
B 5.0641 0.6537 -0.7175
C 2.9432 -0.1941 1.1267
H 1.1822 -4.4231 3.0566
H 1.6111 1.6573 -8.8259
Mg -1.4701 -4.4279 6.6201
F -0.9060 -5.5633 4.8208
H 0.8415 -1.2710 -9.1187
C -1.2872 -5.6571 2.3253
C -5.5595 8.2471 -1.8504
H 5.4192 -5.9040 -3.2666
H -1.4032 1.1635 2.2411
O 6.2265 -0.1637 -0.3183
Na 6.5294 -4.1045 2.6687
C -0.5119 0.2810 -7.2950
C -6.2391 7.8216 1.9301
C -2.0996 0.3709 1.7154
F -2.2936 -3.8961 3.8278
S 0.9472 1.4325 -3.7096
H 3.9695 -5.7682 -2.2144
H 3.7333 -1.4975 2.9536
C -0.7580 0.1137 -8.7786
C 0.7587 0.5177 -1.2097
H 6.6719 -1.9004 -1.6194
O -5.9226 9.2575 -2.4327
C -3.5744 3.4956 3.3215
C 4.0028 -0.5411 2.3289
C 0.7666 -1.0941 2.8252
H 3.0037 1.3412 3.6072
H 7.6487 -3.0074 0.1963
Ca 2.9642 -2.8335 3.5315
H -1.7097 -1.4059 0.1705
C 6.6002 -2.5880 0.5720
O -3.5727 4.3841 4.3245
C -9.1167 2.2923 3.2033
O -2.5693 2.9701 2.8710
C 1.4983 0.6500 -8.4106
C -1.4313 -0.2622 0.3589
H 4.9238 -4.2969 -2.6348
O -7.0358 7.8784 2.8739
Br -9.2129 2.4428 5.1404
H 1.6311 -1.3099 3.5839
C 3.4921 0.3957 -0.3093
O 5.4140 -5.0182 -0.1785
H -9.8443 2.9991 2.7911
C -1.0313 -4.6699 3.6112
O -5.2651 2.5165 1.9774
H 0.6894 -3.3509 4.5469
O -5.4961 6.8820 1.6918
H 0.5920 -2.8696 1.4055
H -3.1706 0.8624 1.5350
C 0.0381 -2.5413 2.4099
C 4.9624 -5.3689 -2.4312
H -1.2123 0.9809 -6.8302
C 6.0539 -1.5866 -0.6491
F -2.1054 -6.8135 2.8507
O 5.3293 1.8608 -1.5776
H 5.6533 1.5004 -2.4546
O -5.7701 4.0144 3.5961
H 4.9499 -1.9202 -0.8522
O 0.8283 0.7701 -7.1481
C 0.1930 -0.0758 0.2347
H 2.4929 0.2208 -8.2609
C -4.9219 3.2689 2.8748
O -4.4553 7.7067 -1.9820
*
```

The orbital gap comes out at 1.781 eV. The LUMO energy comes out at -3.042 eV. Its HOMO energy is -0.17725 Ha.



Record 4
This record from the Open Molecules 2025 dataset describes a structure of composition C60H62LaN2O5P4 in a non-equilibrium geometry. The level of theory is ωB97M-V/def2-TZVPD.

ORCA input file:
```
! wB97M-V def2-TZVPD RIJCOSX def2/J DEFGRID3
* xyz 1 1
H -8.1390 -16.4687 -15.5064
O -10.8825 -13.3483 -15.2011
H -9.7769 -16.6439 -11.0949
C -16.6763 -11.9037 -18.0526
H -11.1023 -18.2184 -15.0358
H -18.5869 -11.6535 -14.4892
C -12.4824 -11.3636 -18.4696
H -5.5048 -13.1000 -15.0321
H -11.6576 -18.1635 -10.0875
C -12.2862 -17.4808 -10.6911
C -7.8785 -15.5377 -14.9655
H -18.8331 -16.2203 -12.7875
C -17.2398 -18.1211 -13.2912
H -7.2178 -20.0982 -12.6621
C -18.4654 -16.9888 -18.7506
H -19.0700 -17.8875 -18.9332
C -8.0891 -19.6442 -13.1098
H -17.9268 -7.9670 -15.1653
C -10.4005 -15.9323 -11.6378
La -12.9755 -14.0276 -14.4837
H -16.7656 -5.6699 -15.3865
C -9.9881 -19.9396 -14.5511
H -14.4513 -12.8697 -19.4174
C -10.2737 -18.5832 -14.4308
H -10.7089 -12.6966 -15.9161
C -12.4446 -10.8823 -16.2614
C -15.4730 -15.9430 -11.7987
C -13.3226 -12.2493 -17.7370
H -12.2793 -13.7015 -11.6678
H -10.6434 -20.5514 -15.2074
P -10.1553 -16.0451 -13.4691
H -20.8999 -14.9070 -12.9367
C -11.9369 -10.1243 -11.6757
C -14.7337 -8.7725 -14.1837
C -11.8371 -16.3297 -11.4457
C -18.8034 -15.2146 -13.1661
C -8.5424 -15.2147 -13.7689
H -10.1573 -14.9258 -11.2401
C -16.8669 -7.8081 -14.8566
C -16.3778 -18.8988 -15.8203
C -14.2499 -9.5336 -11.2675
C -19.8989 -13.1212 -13.6287
H -18.6015 -13.9988 -17.1401
C -12.2990 -10.0783 -14.9952
C -16.6271 -17.1940 -14.1603
H -8.5167 -13.7932 -12.0915
C -16.3740 -15.7814 -18.9384
H -16.9237 -20.8780 -15.2322
C -16.9004 -9.5289 -17.8199
C -16.2822 -17.5697 -15.4706
C -16.4721 -10.7393 -17.3144
C -9.5304 -17.7608 -13.5948
C -14.2547 -13.2289 -18.3985
C -17.5478 -14.7172 -13.5849
H -11.3518 -10.3608 -14.4767
N -12.9088 -15.7253 -12.1312
C -19.9406 -14.4252 -13.1866
H -16.5336 -9.8731 -14.4394
O -12.4947 -15.2072 -16.8571
P -13.7755 -10.2815 -13.8452
H -6.3418 -15.0761 -16.3853
C -17.4344 -11.8361 -19.2054
P -15.9461 -15.5706 -13.6373
H -15.6884 -15.0172 -11.2009
H -11.1556 -9.7302 -17.7811
C -16.8714 -14.7116 -18.2050
H -10.7472 -10.4289 -9.8925
P -15.8503 -13.3862 -17.4391
H -10.0327 -13.7489 -14.9094
O -14.7450 -12.9934 -12.6307
C -14.0458 -16.3430 -11.6175
C -8.8737 -20.4761 -13.9134
C -16.2828 -6.5331 -14.9167
H -14.6211 -12.0028 -12.7651
C -17.9563 -10.6107 -19.6688
H -14.7441 -8.9867 -9.2406
H -15.8743 -10.7388 -16.3771
C -13.2468 -9.8633 -12.1748
H -14.5344 -5.3903 -14.4371
H -7.9012 -17.5949 -12.3028
O -13.4533 -16.7580 -14.7319
C -8.0942 -14.0834 -13.0514
H -8.5944 -21.5335 -14.1385
C -6.8451 -14.7547 -15.4516
H -20.8059 -12.4796 -13.6484
H -15.3236 -15.7789 -19.2525
C -18.2062 -14.8045 -17.7546
H -16.1485 -16.7374 -11.4760
C -16.9059 -19.8296 -14.9380
C -14.9639 -6.3856 -14.4734
C -12.6933 -9.6826 -9.4060
H -16.5991 -13.0673 -14.5527
C -14.2028 -7.4882 -14.0509
H -15.9683 -16.8261 -16.2076
H -18.4449 -10.5752 -20.6576
N -13.2695 -12.0045 -16.3710
H -18.0629 -8.4940 -19.3418
C -11.8945 -10.5022 -17.5434
C -18.9619 -15.9198 -18.0391
C -17.6611 -9.4511 -19.0053
C -11.7074 -10.0998 -10.2835
H -17.7572 -20.2180 -13.0454
H -16.6953 -17.7747 -19.6914
H -12.3254 -11.3533 -19.5462
C -6.4023 -13.6688 -14.7149
C -17.3473 -19.4545 -13.6975
C -13.6968 -17.4523 -10.7406
H -13.7531 -14.1965 -18.4585
H -14.3554 -18.1929 -10.2790
H -11.8257 -14.9718 -17.5132
H -12.4575 -9.5714 -8.3608
H -15.6825 -13.0765 -12.3702
H -16.7089 -8.5683 -17.2920
H -11.1165 -10.3868 -12.3453
H -14.3708 -17.1055 -14.7068
H -20.0078 -15.9432 -17.6593
H -13.1855 -7.3777 -13.6829
H -12.2216 -12.1551 -11.9722
C -8.4137 -18.2762 -12.9461
H -17.5446 -17.8098 -12.3052
H -17.5943 -12.7421 -19.8226
H -12.2034 -9.0120 -15.2771
H -16.0076 -19.1945 -16.8121
C -13.9554 -9.4029 -9.9189
C -7.0127 -13.3397 -13.5221
C -17.5247 -13.4250 -14.0936
H -13.1102 -16.9050 -13.8213
C -16.0906 -8.9056 -14.4707
O -12.0022 -13.0689 -12.3483
H -15.2500 -9.3175 -11.6273
C -17.1433 -16.9069 -19.2219
H -6.6590 -12.4532 -12.9973
C -18.6937 -12.6321 -14.0999
H -12.5610 -16.1734 -16.9061
*
```

The orbital gap comes out at 6.895 eV. The LUMO energy comes out at -2.061 eV. Its energy above the lowest of the compared OMol25 structures with the same formula, charge and spin is 0.0 kcal/mol. Its HOMO energy is -0.32914 Ha.



Record 5
This record from the Open Molecules 2025 dataset describes the molecule C22H33FN4O2. The level of theory is ωB97M-V/def2-TZVPD.

ORCA input file:
```
! wB97M-V def2-TZVPD RIJCOSX def2/J DEFGRID3
* xyz 0 1
H -3.5360 -1.1864 1.1703
C 7.2928 -0.5210 -0.6793
H -4.7644 -3.5791 -0.2909
C 5.8719 -2.4538 -0.5081
C -1.5773 2.9554 0.0392
H 3.8301 2.2872 1.9226
C 0.1575 0.9898 -1.1665
N -1.2382 1.1136 -1.5341
C -6.6526 -1.7933 0.6458
H 2.9810 1.2099 -0.8106
H -5.1879 0.9389 -1.2366
H 3.4856 -1.2633 2.3290
H -1.9076 3.9933 0.1021
H 3.0448 0.3402 2.9345
C 4.0253 1.7292 1.0016
C 7.0227 -1.8460 -0.9680
C 2.7658 1.7588 0.1236
H 0.7526 1.6484 -1.8084
H -0.0179 3.1247 1.5331
H 0.4522 -0.0470 -1.3348
C -4.5154 -3.0464 0.6285
C 6.3928 0.1997 0.0767
N 1.6638 1.1701 0.8607
O -1.4053 -1.1027 -1.8247
C 3.2359 -0.2465 2.0294
H -2.9988 -1.8861 -0.3823
H -3.7155 -0.7695 -2.6833
C -1.9392 -0.0056 -1.8293
H 4.8470 2.2024 0.4686
C -0.1239 2.8322 0.4882
H -7.5222 -1.4710 1.2229
C -3.8636 -1.7147 0.2584
H -6.3454 -3.7097 1.5944
H -3.7776 0.8889 -0.1586
C -4.3101 0.3502 -0.9588
O -5.9375 -0.6121 0.3779
H -3.8148 -3.6535 1.2028
C 1.9693 -0.2164 1.1669
H 8.2045 -0.0686 -1.0366
H -0.3364 0.7460 0.9021
H 0.4942 3.4991 -0.1153
F 7.9043 -2.5587 -1.7101
H -3.5353 0.9757 -2.8876
H -1.1480 3.1101 -2.0686
H 4.0723 -2.2149 0.5733
C -3.4076 0.1514 -2.1863
H -2.2125 2.3583 0.6967
H 1.1366 -0.6491 1.7247
C 0.3373 1.3815 0.3137
H 5.6796 -3.4887 -0.7440
C 5.2043 -0.3755 0.5495
N -4.8221 -0.9214 -0.4927
C -1.7355 2.4633 -1.4036
H 2.1283 -0.8151 0.2545
H 2.5273 2.7935 -0.1226
H 6.6311 1.2223 0.3235
C -5.7908 -2.7862 1.4275
H -5.5364 -2.3509 2.3965
H -2.7797 2.5211 -1.7024
C 4.9708 -1.7211 0.2408
N 4.3605 0.3678 1.3603
H -6.9871 -2.2487 -0.2963
*
```

The orbital gap comes out at 8.298 eV. The LUMO energy comes out at 0.736 eV. As for the structure (SMILES): O=C(CCN1CCCCO1)N1CCC[C@H](N2CCN(c3ccc(F)cc3)CC2)C1. Its energy above the lowest of the compared OMol25 structures with the same formula, charge and spin is 3.6 kcal/mol. Its HOMO energy is -0.27791 Ha.